118
Properties=species:S:1:pos:R:3:forces:R:3:mulliken_charge:R:1 method="wB97M-V/def2-TZVPD" total_energy_ha=-6366.5184 charge=0 homo_ha=-0.3506 e_above_lowest_kcal_mol=18.9 orbital_gap_ev=8.68
O -1.99877 -1.58606 -2.05280 3.22 0.76 0.80 -0.4264
C -2.93411 -2.10154 -2.48349 -2.80 0.83 -1.00 0.4321
O -3.05444 -3.38618 -2.96058 -0.06 -0.01 0.99 -0.2710
C -4.37263 -3.74950 -2.64551 0.40 3.69 -1.04 0.4319
O -4.69763 -4.82756 -2.42728 -1.04 -3.21 0.35 -0.4221
C -5.15155 -2.43920 -2.61536 -0.97 -0.22 -0.14 0.1900
S -6.94125 -2.21746 -2.65541 -0.18 0.48 0.91 1.1707
O -7.31111 -1.23436 -1.70849 0.19 -0.18 0.76 -0.4818
O -7.41141 -2.00330 -3.97217 0.29 -1.12 -0.59 -0.5436
F -7.47296 -3.60304 -2.06492 0.73 0.79 -0.88 -0.2106
C -4.31234 -1.39538 -2.53683 -0.03 -0.95 0.49 0.1101
S -4.69357 0.32477 -2.50578 0.14 -0.34 -0.41 -0.2984
H -4.18393 0.85837 -1.33164 0.18 -1.00 -0.64 0.4124
C -1.39840 -7.50973 -0.51943 0.06 0.04 0.10 -0.3624
C -0.94864 -7.69656 0.93279 0.07 -0.14 0.04 -0.3632
C -1.44558 -6.48354 1.72592 0.36 -0.20 0.11 -0.7380
S -2.91908 -5.90297 0.88319 0.02 -0.35 -0.04 1.1332
O -2.65401 -4.59033 0.34018 -0.22 0.08 0.09 -0.5975
O -4.07558 -6.16931 1.70187 -0.06 0.35 -0.03 -0.7084
C -2.86297 -7.08945 -0.45164 0.18 -0.20 -0.40 -0.6530
H -1.27118 -8.42189 -1.10292 0.00 0.03 0.00 0.4219
H -0.80509 -6.72088 -0.99067 -0.05 -0.01 -0.02 0.0385
H -1.39515 -8.60921 1.33699 -0.06 0.05 -0.03 0.3235
H 0.13245 -7.79948 1.00994 -0.14 0.03 0.01 0.1307
H -1.69910 -6.74606 2.75078 -0.11 0.17 -0.02 0.3595
H -0.71501 -5.67532 1.71982 -0.10 0.05 -0.04 0.3756
H -3.22373 -6.62889 -1.36929 -0.12 0.12 0.13 0.3169
H -3.50145 -7.92926 -0.17625 -0.02 0.07 0.06 0.3652
C 3.35567 -6.74952 -2.93886 0.16 -0.04 -0.06 0.0365
C 3.28729 -8.28050 -2.96369 -0.13 0.06 -0.07 -0.7946
C 3.70900 -8.78054 -1.57734 0.04 -0.33 -0.36 -0.7279
S 3.28095 -7.47582 -0.42196 -0.08 0.14 -0.36 1.1228
O 4.49263 -6.94552 0.14574 -0.14 -0.10 0.29 -0.6567
O 2.17882 -7.91234 0.40638 0.31 0.03 0.18 -0.7030
C 2.67112 -6.32432 -1.64481 -0.08 0.21 -0.34 -0.5254
H 2.87059 -6.30824 -3.81050 -0.04 -0.01 0.05 0.4480
H 4.39966 -6.42656 -2.93177 -0.30 -0.09 0.04 -0.2150
H 2.26143 -8.59661 -3.17245 0.03 -0.01 0.02 0.3531
H 3.92352 -8.70065 -3.74293 -0.01 -0.01 0.05 0.3519
H 3.18372 -9.69206 -1.29889 0.05 0.06 0.18 0.4162
H 4.78480 -8.93937 -1.51824 -0.02 0.11 0.11 0.3628
H 2.91151 -5.30589 -1.34408 0.04 -0.07 0.14 0.4838
H 1.58946 -6.45200 -1.71087 0.02 -0.02 0.09 0.0673
C -6.29383 4.49381 0.85516 -0.13 -0.20 0.02 -0.7502
C -6.30997 3.91478 2.27386 -0.07 0.25 0.07 0.1294
C -5.45067 2.64679 2.26350 -0.42 -0.10 0.27 -0.8744
S -4.23407 2.88055 0.97084 -0.17 0.56 0.52 1.1207
O -4.47748 1.90488 -0.07703 0.22 0.33 0.49 -0.7735
O -2.93049 3.04644 1.56049 0.23 -0.36 -0.31 -0.5994
C -4.83396 4.46803 0.41653 -0.26 0.29 -0.25 -0.7990
H -6.70178 5.50389 0.82414 0.04 -0.02 -0.02 0.3906
H -6.89538 3.86611 0.19189 0.04 0.06 -0.05 0.3355
H -5.88048 4.64075 2.96859 -0.10 -0.24 -0.26 -0.2519
H -7.32483 3.69750 2.60898 0.04 -0.08 -0.04 0.4251
H -4.93856 2.49611 3.21209 0.13 -0.06 -0.12 0.3507
H -6.03992 1.76415 2.01540 0.13 -0.02 -0.09 0.4508
H -4.70580 4.55652 -0.66098 0.13 -0.11 0.03 0.4827
H -4.25411 5.23621 0.92880 0.06 -0.11 0.04 0.3395
C 1.72928 1.28519 2.23632 -0.11 0.02 0.05 -0.6273
C 0.41551 1.71886 1.57658 0.04 -0.11 -0.05 -0.5435
C 0.29215 3.23541 1.75330 -0.35 -0.22 -0.07 -0.5458
S 1.96720 3.86643 1.85448 -0.16 -0.40 -0.12 1.1299
O 2.17876 4.40976 3.17341 0.10 0.24 -0.14 -0.7014
O 2.26811 4.62384 0.66080 0.11 0.24 0.20 -0.6168
C 2.78203 2.27814 1.75635 0.12 -0.38 0.07 -0.7485
H 1.99594 0.26180 1.97324 0.01 0.03 0.02 0.3520
H 1.63225 1.34035 3.32367 0.05 0.00 -0.02 0.3024
H 0.44462 1.47310 0.51221 0.00 0.01 0.03 0.3078
H -0.44238 1.20382 2.00697 -0.01 0.07 -0.04 0.2641
H -0.21621 3.69927 0.91164 0.05 0.14 0.10 0.3028
H -0.21907 3.48964 2.68025 0.08 0.08 -0.02 0.3283
H 3.68037 2.28603 2.37056 0.00 0.18 -0.04 0.4136
H 3.04238 2.10222 0.71207 -0.01 0.08 0.01 0.3539
C 3.76591 5.82426 -2.54562 0.04 0.02 0.08 -0.5870
C 3.51940 6.84914 -1.43472 -0.06 0.00 0.06 -0.3348
C 4.71372 7.81041 -1.42380 -0.25 -0.08 0.35 -0.6774
S 5.35278 7.83643 -3.09998 -0.30 0.00 0.04 1.1435
O 6.67621 7.26349 -3.09843 0.05 0.18 -0.11 -0.6525
O 5.07931 9.12004 -3.69751 0.30 -0.01 -0.06 -0.6702
C 4.21227 6.62927 -3.76207 -0.22 -0.37 -0.02 -0.7137
H 2.87282 5.23779 -2.76004 0.03 0.00 0.02 0.3459
H 4.55809 5.13490 -2.24229 -0.02 0.00 -0.04 0.2941
H 2.60230 7.40413 -1.64877 0.03 -0.01 -0.02 0.2859
H 3.39171 6.36939 -0.46637 -0.03 0.02 -0.05 0.1242
H 4.42004 8.81799 -1.13720 0.17 0.04 -0.10 0.3487
H 5.50747 7.45508 -0.76801 0.07 0.02 -0.12 0.3781
H 4.71142 6.02742 -4.51894 0.11 0.16 -0.02 0.4003
H 3.37568 7.17109 -4.20422 0.07 0.05 0.00 0.3519
C 8.99462 -3.97679 -3.15518 -0.02 -0.07 -0.10 -0.5423
C 8.33037 -3.48974 -4.44812 0.08 0.07 0.02 -0.6184
C 6.93439 -4.11955 -4.51189 0.21 0.12 -0.41 -0.7028
S 6.43059 -4.39305 -2.81108 0.33 0.38 0.06 1.2723
O 6.32599 -5.81447 -2.58567 0.01 0.11 0.00 -0.7202
O 5.36070 -3.48667 -2.47788 -0.22 -0.34 0.05 -0.7352
C 7.94468 -3.81246 -2.06157 0.42 0.04 0.06 -0.7746
H 9.89937 -3.41363 -2.92793 -0.02 -0.03 0.01 0.3516
H 9.26836 -5.03023 -3.25499 0.00 0.03 0.05 0.2824
H 8.24226 -2.40094 -4.42405 -0.01 -0.03 0.01 0.2982
H 8.91913 -3.75036 -5.32749 -0.04 0.01 0.01 0.3162
H 6.21540 -3.46239 -4.99669 -0.12 -0.11 0.10 0.3882
H 6.95331 -5.08516 -5.01567 -0.06 -0.03 0.12 0.3636
H 8.15901 -4.39344 -1.16683 -0.19 -0.02 0.00 0.3997
H 7.80547 -2.76222 -1.80380 -0.09 -0.04 0.00 0.3597
C -4.31267 8.09397 6.41846 -0.08 0.04 -0.09 -0.5411
C -5.82972 8.05611 6.63589 0.05 0.05 0.09 -0.6255
C -6.39132 6.93337 5.75638 -0.29 0.36 0.08 -0.6714
S -5.07091 5.73165 5.57549 0.11 0.21 0.49 1.2230
O -4.66627 5.69496 4.18797 0.08 -0.05 0.19 -0.7100
O -5.41196 4.53290 6.29717 0.02 -0.17 -0.38 -0.7482
C -3.84537 6.64475 6.50052 0.24 0.33 0.09 -0.7526
H -3.81293 8.71710 7.15942 0.00 -0.03 -0.03 0.3530
H -4.09161 8.50241 5.42903 0.04 -0.02 0.03 0.2783
H -6.04155 7.84175 7.68606 0.01 -0.01 -0.03 0.2981
H -6.29570 9.01193 6.39725 -0.01 -0.04 0.00 0.3181
H -7.25262 6.45162 6.21446 0.06 -0.15 -0.12 0.4028
H -6.65390 7.29597 4.76317 0.07 -0.10 -0.02 0.3450
H -2.86046 6.48368 6.06663 -0.07 -0.15 -0.05 0.4016
H -3.86741 6.28095 7.52806 -0.04 -0.08 -0.06 0.3500